# 1
C32H73OP2 | ωB97M-V with the def2-TZVPD basis set

XYZ file:
```
108
Properties=species:S:1:pos:R:3:forces:R:3
O -0.58056 0.97132 0.36392 -0.1 0.1 0.3
H -0.96493 1.57146 1.03221 0.2 -0.4 -0.5
C 2.91893 -3.17719 -0.08423 -0.6 -2.1 0.6
C 4.01300 -2.47723 0.68305 0.2 -0.7 0.7
C 3.75575 -1.01658 0.80868 -0.3 2.1 -2.1
C 2.36760 -0.33717 1.25330 2.2 -0.5 0.7
P 2.52794 1.50114 1.50647 -0.6 -0.2 0.5
C 2.32045 2.58393 0.07957 0.4 0.1 -0.9
C 3.32123 2.35259 -1.11672 -0.7 -0.3 0.5
C 2.82630 1.31618 -2.13573 -1.2 1.2 0.2
C 3.56043 1.40703 -3.48394 -1.5 -1.1 0.6
C 4.19675 1.76329 2.13873 1.6 0.9 0.1
C 4.67729 2.95484 3.12417 -3.7 -0.6 -1.7
C 5.80892 2.65481 3.97245 1.8 -1.1 0.9
C 5.70289 1.51917 5.00162 -0.3 1.5 -0.1
C 1.51757 1.94957 2.98610 1.1 -0.3 -1.5
C 1.27988 3.45236 3.11760 -0.5 0.0 0.5
C -0.12381 3.89547 2.71084 0.4 -1.7 -1.6
C -0.43769 5.32530 2.74164 -0.5 1.2 0.5
H 2.20595 -3.65833 0.58530 -0.4 0.5 0.5
H 3.25930 -4.10150 -0.55103 0.5 0.2 -0.6
H 2.28948 -2.63621 -0.79080 0.6 0.5 -0.1
H 4.98997 -2.61845 0.22078 0.0 0.5 -0.9
H 4.32440 -2.92033 1.62898 -1.1 -0.4 0.5
H 3.85405 -0.74768 -0.24305 -0.1 0.6 -0.3
H 4.65603 -0.54725 1.20533 -0.4 0.1 0.6
H 2.26189 -0.73159 2.26394 -0.6 0.2 0.6
H 1.45934 -0.60733 0.71462 0.2 0.3 -0.2
H 2.45088 3.61959 0.39340 0.2 0.0 0.5
H 1.27849 2.55212 -0.23889 -0.1 -0.5 -0.1
H 4.33670 2.17756 -0.76131 0.1 -0.2 0.0
H 3.35864 3.29920 -1.65583 0.1 0.1 0.0
H 1.78625 1.63003 -2.22451 -0.3 0.1 -0.7
H 2.62206 0.31329 -1.76079 1.0 -0.2 0.2
H 4.62388 1.33792 -3.25503 0.0 0.2 -0.9
H 3.16418 2.19697 -4.12197 0.8 0.9 0.5
H 3.15613 0.59242 -4.08483 0.8 -0.7 0.0
H 4.84668 1.84415 1.26745 0.1 -0.3 -0.1
H 4.41079 0.77987 2.55726 0.2 0.2 0.5
H 3.79269 3.20753 3.70876 0.1 0.0 0.5
H 4.87377 3.88076 2.58364 0.0 -0.2 -0.5
H 5.97263 3.54870 4.57431 0.6 0.2 -0.2
H 6.66269 2.41576 3.33839 0.4 0.5 0.0
H 6.67681 1.47042 5.48865 0.0 -0.6 -0.1
H 5.32560 0.58862 4.57754 0.2 -0.1 0.4
H 5.05212 1.96737 5.75244 -0.5 -0.8 0.3
H 2.26620 1.69859 3.73755 -0.5 -0.7 0.4
H 0.69002 1.24271 2.92592 -0.3 0.4 0.5
H 2.00454 4.02069 2.53453 0.0 0.0 -0.3
H 1.57854 3.68762 4.13914 -0.5 0.3 0.3
H -0.95537 3.38347 3.19507 0.4 -0.4 0.5
H -0.22869 3.56269 1.67819 0.1 -0.3 -0.3
H 0.28074 6.00501 2.28346 0.4 -0.1 0.3
H -0.59453 5.50233 3.80567 -0.1 1.1 -0.1
H -1.35488 5.50305 2.18015 -0.2 0.0 0.3
C -3.26468 -4.66912 2.18930 2.4 0.5 1.7
C -2.02272 -3.64403 2.44213 -2.6 -2.1 2.4
C -1.51283 -3.12807 1.23133 2.2 2.3 -3.2
C -2.31300 -1.90763 0.84442 -2.1 1.1 -2.0
P -2.42374 -1.39750 -0.90367 0.4 -0.2 -0.4
C -3.44316 -2.77683 -1.66578 1.5 0.3 0.6
C -3.69113 -3.04730 -3.14862 0.5 0.3 0.4
C -4.67320 -2.12973 -3.76996 -1.3 1.0 -1.5
C -4.97760 -2.53065 -5.19216 -0.3 0.0 -1.2
C -3.29928 0.12749 -1.28397 -0.4 0.7 0.4
C -4.73479 0.43470 -0.75738 0.6 0.1 1.6
C -4.95705 0.79885 0.80819 -0.7 0.2 -3.0
C -6.50902 0.91429 1.11425 2.8 -0.7 0.4
C -0.79292 -1.41958 -1.66217 -0.1 1.1 -1.3
C -0.84479 -0.52870 -2.99934 1.0 -1.9 0.1
C 0.34386 -0.88949 -3.95388 -1.0 0.8 0.3
C 0.36113 -0.21167 -5.34987 -1.0 -0.8 0.2
H -3.04653 -5.51838 1.54179 0.1 0.6 -0.8
H -4.18416 -4.12645 1.96986 0.0 -0.4 0.1
H -3.24305 -5.21100 3.13481 -1.1 0.2 0.4
H -1.26164 -4.02998 3.12030 0.0 -0.7 -0.3
H -2.41001 -2.80389 3.01856 -0.3 0.0 0.2
H -1.39768 -3.86167 0.43340 -0.3 -0.1 -0.1
H -0.51429 -2.69682 1.30245 0.5 -0.3 0.5
H -2.16078 -0.98720 1.40811 0.6 -0.1 0.1
H -3.39017 -2.07311 0.86478 -0.5 -0.5 1.0
H -4.36357 -2.66269 -1.09314 -0.2 -0.5 0.0
H -2.81154 -3.57627 -1.27842 -0.6 -0.6 0.3
H -3.98863 -4.07899 -3.33628 -0.4 -0.1 0.6
H -2.78729 -3.01695 -3.75710 0.4 0.3 0.2
H -4.36451 -1.08978 -3.87628 0.7 0.1 0.4
H -5.65286 -2.00371 -3.30898 0.1 -0.5 0.8
H -5.65293 -1.81324 -5.65838 -0.1 0.1 0.0
H -5.46651 -3.49490 -5.33109 0.1 -0.2 0.4
H -4.08879 -2.52597 -5.82312 0.2 -0.1 0.0
H -3.41902 0.16477 -2.36674 0.3 -0.4 -0.1
H -2.56481 0.90087 -1.05918 0.0 0.3 0.5
H -5.40711 -0.37761 -1.03353 -0.1 -0.2 0.1
H -5.05333 1.28201 -1.36459 -0.2 0.1 0.2
H -4.62594 1.82231 0.98425 0.5 -0.1 -0.2
H -4.35840 0.16425 1.46167 -0.4 -0.3 0.1
H -6.31713 1.16292 2.15802 -1.6 0.3 0.3
H -7.01878 -0.04244 1.00059 -0.2 0.2 0.0
H -6.91793 1.71820 0.50220 -0.2 -0.1 0.3
H -0.68206 -2.48779 -1.84851 0.3 -0.1 -0.6
H 0.03142 -1.14523 -1.00390 -0.4 0.4 0.3
H -0.80144 0.54090 -2.79388 -0.4 -0.1 0.3
H -1.78478 -0.84825 -3.44924 -0.1 0.6 -0.5
H 0.27665 -1.95083 -4.19299 0.3 -0.2 0.4
H 1.22850 -0.66339 -3.35858 0.3 -0.2 -0.3
H 0.18201 0.85686 -5.46929 0.9 0.2 0.6
H -0.50794 -0.57150 -5.90064 -0.2 -0.5 -0.1
H 1.21409 -0.62009 -5.89184 0.2 0.6 -0.1
```
Positions in Å, forces in eV/Å.

Values from the calculation:
2S+1 = 2
E_LUMO (alpha / beta) = 0.466 / 0.414 eV
Maximum force = 4.50 eV/A
HOMO energy (alpha / beta) = -0.0476 / -0.2732 Ha



# 2
C26H35LuO2 | ωB97M-V with the def2-TZVPD basis set

XYZ file:
```
64
Properties=species:S:1:pos:R:3:forces:R:3
O -0.21757 1.52609 -3.43958 1.0 1.5 -0.4
C 0.92684 2.11306 -4.23160 -1.1 -1.3 0.6
C 0.31611 3.52051 -4.17921 -0.2 -1.1 -0.8
H 0.89757 1.66095 -5.25915 0.1 0.5 0.8
H 1.87813 1.85864 -3.75384 -0.3 0.4 -0.2
C -1.02976 2.75689 -3.76148 0.3 -0.5 0.2
H 0.40132 3.94672 -5.18794 -0.6 0.3 0.3
H 0.78620 4.20989 -3.47588 -0.4 -0.3 0.3
C -1.82536 2.22393 -5.01360 0.2 0.0 -0.5
H -1.22944 1.43659 -5.53744 0.0 0.7 0.7
H -2.04120 2.92154 -5.83211 -0.1 0.4 0.6
H -2.74538 1.68316 -4.79145 -0.1 0.3 0.5
C -1.77496 3.26716 -2.44392 0.1 0.2 0.9
H -1.09162 3.74462 -1.71607 0.8 -0.8 -0.5
H -2.24627 2.44380 -1.81714 0.4 0.8 -1.3
H -2.43443 4.17855 -2.41361 -0.2 -1.2 -1.3
Lu 0.38436 -0.99242 -1.14941 0.6 1.4 0.5
C 1.00166 0.92392 0.65447 0.9 0.0 -0.6
C 1.99510 -0.07857 0.74432 0.2 0.4 0.0
C 2.73782 -0.08764 -0.47728 0.1 0.3 0.4
H 2.23135 -0.63783 1.64510 -0.2 0.0 -0.4
C 2.19237 0.91430 -1.31349 0.3 0.0 -0.1
C 1.06420 1.47738 -0.65197 0.2 0.5 0.6
H 0.43936 2.30394 -0.98363 0.3 -0.3 -0.1
H 0.41972 1.32185 1.48645 -0.1 -0.5 -0.4
H 3.63539 -0.67416 -0.68945 -0.4 0.2 0.1
H 2.73261 1.36014 -2.15459 -0.5 -0.6 0.1
C -1.11090 -1.28940 0.73606 -1.1 -0.3 0.0
C -1.67101 -0.06594 0.25522 -0.7 -0.5 -0.2
C -2.28581 -0.31196 -0.99850 0.5 0.0 0.4
H -1.74249 0.86563 0.81642 0.3 -0.3 -0.3
C -2.06391 -1.67329 -1.33730 -0.4 -0.5 0.7
C -1.44898 -2.30435 -0.21142 -0.6 0.3 -0.1
H -1.30108 -3.37382 -0.08580 0.1 0.5 -0.2
H -0.58071 -1.45110 1.67710 -0.3 0.1 -0.4
H -2.95006 0.36537 -1.53618 0.6 -0.1 0.0
H -2.42802 -2.15737 -2.23876 0.1 0.0 0.2
O 0.16571 -2.34697 -4.10941 0.6 -1.3 -2.4
C -0.31614 -1.81070 -5.38001 -0.5 1.7 -0.8
C 0.39252 -2.42318 -6.61671 0.1 -0.5 0.2
H -0.13166 -0.72431 -5.38644 0.3 -0.2 0.3
H -1.40739 -1.82388 -5.59200 0.4 -0.7 1.0
C 1.43700 -3.37241 -6.04208 0.4 0.0 1.0
H 0.87954 -1.67008 -7.25340 -0.4 -0.1 0.3
H -0.28296 -3.02533 -7.24048 -0.1 0.5 0.2
C 1.21592 -3.35187 -4.51392 -0.1 0.0 1.1
H 2.46233 -3.02011 -6.22045 -0.3 -0.2 -0.2
H 1.32531 -4.40259 -6.40543 0.1 0.4 0.0
H 2.11825 -3.03634 -3.98470 0.0 0.0 -0.1
H 0.98684 -4.36694 -4.12931 -0.4 0.7 -0.1
C 1.44530 -3.06598 -0.50425 -0.7 0.4 -1.4
C 1.78749 -3.25851 0.87899 0.8 0.3 0.6
C 0.79605 -3.63445 1.81263 0.2 0.4 0.1
C 0.94098 -3.27366 3.14569 0.4 0.1 0.6
C 2.15894 -2.75904 3.63476 -0.2 0.3 0.3
C 3.22738 -2.56246 2.75235 -0.2 -0.3 0.0
C 3.06160 -2.84660 1.39968 -0.7 0.0 -0.1
H 2.25477 -2.96594 -1.24073 0.0 -0.5 0.2
H 0.51250 -3.53849 -0.88361 1.1 -0.4 0.2
H -0.13091 -4.06583 1.43605 0.1 0.2 0.3
H 0.08823 -3.30796 3.83694 0.4 -0.4 -0.3
H 2.26710 -2.46765 4.69773 -0.2 -0.2 -0.8
H 4.14368 -2.08635 3.12756 -0.3 -0.4 -0.3
H 3.84846 -2.58955 0.69034 -0.1 -0.1 0.2
```
Positions in Å, forces in eV/Å.

Values from the calculation:
E_LUMO = 0.339 eV
Maximum force = 2.80 eV/A
HOMO energy = -0.2343 Ha



# 3
C31H47BClFN9 | ωB97M-V with the def2-TZVPD basis set

XYZ file:
```
90
Properties=species:S:1:pos:R:3:forces:R:3
C 9.08290 1.13998 0.76406 0.8 -0.1 -0.8
C 8.43106 1.01644 -0.65750 -0.4 -1.0 0.7
F 9.00321 1.99771 -1.52100 0.0 -0.2 0.4
B 6.79522 1.05086 -0.63289 0.6 1.2 0.5
Cl 6.17243 0.85299 -2.42583 -0.3 -0.5 -0.6
C 6.16771 2.46291 -0.07208 -1.2 -0.5 0.1
C 4.77970 2.23295 0.68194 0.4 1.4 -1.1
C 3.56982 2.50342 -0.29555 0.0 -0.1 1.4
C 2.24953 2.55815 0.58632 1.6 1.5 -0.6
N 1.04016 2.14248 -0.13428 -0.1 -1.6 1.1
C 0.32525 1.08062 0.43182 -1.7 -1.1 0.6
N 0.41320 0.60143 1.62950 0.5 1.0 -1.0
N -0.67731 0.46017 -0.44325 0.4 2.0 -0.1
H 10.12895 0.74592 0.67851 -0.7 0.4 0.3
H 8.56414 0.52759 1.52932 0.1 0.4 -0.6
H 9.16628 2.19182 1.10966 -0.3 -0.6 -0.2
H 8.72871 0.01723 -1.07186 0.0 0.8 0.1
H 6.35876 0.13816 0.01439 0.1 -0.5 0.1
H 5.91379 3.07665 -0.97371 0.6 0.0 0.9
H 6.83423 3.01843 0.62732 -0.2 -0.3 -0.6
H 4.71555 1.23336 1.15832 0.0 0.6 -0.2
H 4.72224 3.05695 1.44103 -0.2 -0.9 -0.1
H 3.49375 1.73982 -1.09497 0.1 0.5 0.4
H 3.75938 3.52151 -0.71066 -0.3 -0.9 -0.1
H 2.46767 2.01619 1.52316 -0.8 -0.1 -0.6
H 2.13158 3.63867 0.85453 -0.1 -0.8 0.1
H 0.45532 2.90558 -0.44724 0.0 -0.1 0.0
H -0.23909 -0.17894 1.72557 0.4 0.0 -0.1
H -1.55161 0.39854 0.07855 0.3 -0.2 0.0
H -0.85199 1.12704 -1.20183 0.0 -0.5 -0.1
N -2.28040 2.78948 2.35134 -0.2 0.1 0.1
C -3.41787 3.54934 2.27146 -0.1 0.0 -0.1
C -3.70409 4.01540 3.52924 -0.1 0.0 -0.2
C -2.70009 3.52143 4.40006 0.1 -0.1 0.0
C -1.83646 2.77113 3.64379 0.1 0.0 0.1
H -1.83591 2.31261 1.58893 0.2 0.0 0.0
H -3.92343 3.69125 1.32989 0.0 0.0 0.0
H -4.54112 4.64156 3.79371 0.0 0.0 0.0
H -2.61936 3.69561 5.46092 0.0 0.0 0.0
H -0.94611 2.22604 3.91197 0.0 0.1 -0.1
N 4.66041 -2.45907 -2.30416 0.0 -0.2 0.0
C 4.02377 -2.52447 -1.09882 0.0 0.1 0.0
C 3.26156 -3.66721 -1.08305 0.0 0.1 0.1
C 3.45263 -4.31762 -2.32831 0.0 -0.1 -0.2
C 4.32402 -3.54769 -3.05894 0.0 0.1 0.0
H 5.28428 -1.71854 -2.59177 0.0 0.2 0.1
H 4.16612 -1.75412 -0.35831 0.0 0.0 0.0
H 2.63828 -3.99800 -0.26722 0.0 0.0 0.0
H 3.00423 -5.24384 -2.65266 0.0 0.0 0.0
H 4.73068 -3.68086 -4.04807 0.0 0.0 0.0
N -1.70412 -1.80822 3.66508 0.0 0.0 0.2
C -1.66159 -3.01472 4.31008 0.0 -0.1 0.0
C -1.62670 -2.76944 5.65860 0.0 -0.1 -0.1
C -1.65448 -1.36188 5.83358 0.0 0.2 -0.1
C -1.70446 -0.79475 4.58613 0.0 0.0 0.0
H -1.73177 -1.68702 2.67018 0.0 -0.1 0.0
H -1.65862 -3.93876 3.75588 0.0 0.0 0.0
H -1.58677 -3.51802 6.43354 0.0 0.0 0.0
H -1.63985 -0.82502 6.76844 0.0 0.0 0.0
H -1.73924 0.23735 4.27579 0.0 -0.1 0.1
N -3.88512 -0.59565 -1.06894 -0.1 -0.1 0.1
C -4.65781 -0.22535 0.00009 0.0 0.1 0.0
C -5.82456 -0.94315 -0.05456 0.0 0.1 0.1
C -5.75048 -1.78089 -1.19616 0.1 -0.1 -0.1
C -4.54109 -1.54616 -1.80031 0.0 0.0 -0.1
H -2.97722 -0.22642 -1.28331 0.0 -0.1 -0.1
H -4.31248 0.51550 0.70441 -0.1 0.0 0.0
H -6.63957 -0.87470 0.64771 0.0 0.0 0.0
H -6.50014 -2.47783 -1.53646 0.0 0.1 0.0
H -4.09346 -1.97076 -2.68384 0.0 0.0 0.0
N -6.98271 -5.47287 -2.00118 -0.1 -0.1 0.0
C -7.65291 -5.55822 -0.81160 0.0 0.1 0.0
C -8.40366 -6.70598 -0.83221 0.0 0.1 0.1
C -8.17295 -7.33937 -2.07989 0.1 0.0 -0.2
C -7.28980 -6.55631 -2.77848 0.0 0.0 0.0
H -6.36073 -4.72990 -2.26294 0.0 0.0 0.0
H -7.53895 -4.79737 -0.05687 0.0 0.0 0.0
H -9.04593 -7.05244 -0.03862 0.0 0.0 0.0
H -8.60453 -8.26465 -2.42645 0.0 0.0 0.0
H -6.85606 -6.67547 -3.75762 0.0 0.0 0.0
N 0.15285 3.36928 -3.25300 -0.1 0.0 -0.1
C -0.58241 4.41499 -2.76158 0.0 0.0 0.0
C -0.67803 5.36391 -3.74720 -0.1 0.0 0.2
C 0.02146 4.86959 -4.87675 0.1 -0.1 -0.1
C 0.52076 3.63626 -4.54218 0.0 0.0 0.0
H 0.38676 2.53384 -2.74378 0.2 0.1 0.0
H -0.97204 4.39506 -1.75573 0.0 0.1 0.0
H -1.19360 6.30733 -3.66559 0.0 0.0 0.0
H 0.14531 5.36169 -5.82786 0.0 0.0 0.0
H 1.10497 2.92945 -5.10769 0.0 0.1 0.0
```
Positions in Å, forces in eV/Å.

Values from the calculation:
E_LUMO = 1.569 eV
Maximum force = 2.31 eV/A
Charge = -1
HOMO energy = -0.2006 Ha



# 4
C18H36Cl14NO3P | ωB97M-V with the def2-TZVPD basis set

XYZ file:
```
73
Properties=species:S:1:pos:R:3:forces:R:3
C 2.08644 2.61100 2.92544 0.3 0.0 -0.5
C 2.39866 2.77283 1.45637 -0.2 -1.2 1.5
O 2.06542 3.74919 0.86786 -0.3 1.4 -1.2
N 3.12804 1.68256 0.85427 0.4 0.1 -0.6
C 4.21514 2.29848 0.05901 -0.6 0.0 -0.1
C 2.29696 0.90438 -0.09673 0.2 -0.1 0.4
C 1.09051 0.19018 0.49376 -0.7 0.3 -0.2
C -0.03756 0.02346 -0.54172 0.9 0.0 -0.2
C -0.53039 1.34648 -1.15068 -0.6 -0.5 0.2
C -2.05998 1.66507 -1.10027 1.1 0.5 0.4
O -2.92871 0.51671 -0.90318 0.6 0.5 -0.5
C -3.44779 0.42655 0.33051 -1.3 1.7 -0.9
O -3.06498 -0.32297 1.13250 1.5 -2.6 2.3
P -2.44869 3.08499 0.07384 -1.4 0.5 -0.2
C -1.45788 2.87784 1.61517 -0.1 0.0 -0.3
C -1.60069 4.48842 -0.77936 0.1 -1.3 0.4
H 2.80426 1.93994 3.38444 -0.1 0.4 0.2
H 1.11026 2.14367 2.99199 -0.2 -0.2 0.1
H 2.02028 3.58176 3.40020 0.1 0.2 0.1
H 4.76132 2.98358 0.69230 0.4 0.1 0.1
H 3.78943 2.86735 -0.77008 0.1 0.2 -0.1
H 4.85889 1.54222 -0.37498 0.2 -0.2 0.2
H 2.01515 1.56146 -0.92646 -0.1 0.0 -0.1
H 2.95889 0.14268 -0.49775 0.2 0.0 -0.2
H 1.33363 -0.80582 0.84515 0.3 0.2 0.0
H 0.68574 0.71734 1.35414 0.0 0.2 0.2
H 0.42786 -0.54391 -1.35064 -0.4 -0.2 0.0
H -0.81059 -0.59067 -0.10163 -0.3 0.0 0.0
H -0.01054 2.15132 -0.64050 0.0 0.3 0.0
H -0.22248 1.38768 -2.19224 0.1 0.1 -0.1
H -2.31303 2.06930 -2.07285 -0.3 0.1 -0.2
H -4.29982 1.04966 0.60083 -0.3 0.5 -0.7
H -2.08348 3.17892 2.44739 -0.2 0.1 0.1
H -1.19847 1.83841 1.78557 0.2 -0.1 0.0
H -0.59217 3.53198 1.62234 0.4 -0.1 -0.1
H -1.89135 4.52101 -1.82210 -0.1 0.1 -0.2
H -1.85471 5.40521 -0.26772 -0.1 -0.1 0.0
H -0.53281 4.30215 -0.70262 0.3 0.3 -0.1
Cl -5.65498 -2.99821 1.82926 0.0 0.0 0.1
C -5.06051 -2.62967 0.21131 0.1 0.0 -0.1
Cl -6.38445 -2.53019 -0.96229 0.0 0.0 -0.1
H -4.54512 -1.68003 0.23983 -0.2 -0.2 0.0
H -4.37732 -3.41327 -0.09616 -0.1 -0.1 0.0
Cl 0.22682 6.78458 2.60635 0.0 0.0 0.0
C 0.81847 7.16256 0.98415 0.1 -0.1 -0.1
Cl -0.51365 7.36558 -0.16372 0.3 0.6 0.0
H 1.38653 8.08446 1.02463 -0.1 0.0 0.0
H 1.44607 6.34452 0.64550 -0.1 -0.1 0.0
Cl -1.33336 -3.34040 0.01792 -0.1 0.0 0.0
C -0.06840 -4.13032 0.97275 0.0 -0.1 0.0
Cl 0.89123 -2.94970 1.86855 0.0 -0.3 0.2
H -0.53077 -4.81566 1.67280 -0.1 0.1 0.0
H 0.58769 -4.67353 0.30014 0.0 0.0 0.0
Cl 0.45571 -7.75506 1.15448 0.0 0.0 0.0
C -0.54548 -7.68790 -0.30131 0.0 0.0 -0.1
Cl -2.07439 -6.84697 -0.00715 0.0 -0.1 0.0
H 0.00021 -7.15808 -1.07494 0.0 0.1 0.0
H -0.76169 -8.69995 -0.62221 0.0 0.0 0.1
Cl 2.72174 -0.40305 3.60948 0.0 -0.6 0.1
C 4.33189 -0.57928 2.90398 0.1 0.0 -0.1
Cl 5.42995 -1.45027 3.98324 0.0 0.0 0.0
H 4.24289 -1.13099 1.97500 0.0 0.0 0.0
H 4.73489 0.40815 2.71343 0.0 0.0 0.0
Cl 2.31813 -2.23621 -2.15944 0.1 -0.1 0.0
C 1.07545 -3.39743 -2.64961 0.0 0.1 -0.2
Cl 1.77927 -4.81685 -3.43902 -0.1 0.0 0.0
H 0.53695 -3.71974 -1.77202 0.0 0.0 0.1
H 0.38911 -2.91123 -3.34160 0.5 -0.2 0.2
Cl -1.88259 -4.35321 -6.29778 0.0 0.0 0.0
C -2.56820 -3.53450 -4.89270 -0.1 -0.1 0.0
Cl -1.51067 -2.23890 -4.30914 -0.5 0.3 -0.2
H -3.52231 -3.10173 -5.16918 0.1 0.1 0.0
H -2.69983 -4.25788 -4.09607 0.1 0.0 0.0
```
Positions in Å, forces in eV/Å.

Values from the calculation:
E_LUMO = 0.247 eV
Maximum force = 3.76 eV/A
HOMO energy = -0.3031 Ha